Entry 1:
The following is a quantum chemistry calculation of 7 unconnected molecules or ions with the total composition C24H64O19PS7 at a distorted geometry, from the Open Molecules 2025 dataset.

charge: +1
molecular weight: 912.2 g mol⁻¹
orbital gap: 9.28 eV

Atoms and positions in Å:
S 3.414 -4.471 -5.049
S -2.329 -3.282 -1.789
S 7.429 -0.578 2.519
S -0.133 4.253 0.607
S 3.466 0.282 -1.817
S -2.445 9.020 3.271
S -7.490 -0.724 2.708
P -1.493 -4.694 -3.147
O -2.073 -3.013 0.846
O 0.885 3.258 0.460
O -3.492 8.494 4.335
O 2.846 1.357 -2.803
O 6.234 -0.170 1.845
O 2.661 -3.301 -5.408
O 4.949 -4.162 -5.190
O -2.058 10.356 3.588
O 4.566 -0.352 -2.483
O -6.654 -1.579 3.755
O -1.429 8.023 3.100
O 8.124 0.367 3.334
O 7.136 -1.877 3.376
O 2.420 -0.545 -1.290
O -0.562 4.979 -0.548
O 3.137 -5.104 -3.796
O -6.598 0.108 1.960
O -1.410 3.588 1.286
O -8.372 -1.603 2.005
C -8.379 0.253 3.862
C 1.256 0.097 -4.207
C -2.826 -5.818 -3.738
C 5.002 -1.401 4.530
C -1.696 -1.639 0.705
C -4.190 -5.741 -3.048
C -2.264 2.788 0.440
C 6.481 -1.700 4.657
C -2.584 9.209 6.521
C 0.284 5.346 1.910
C 8.524 -1.312 1.360
C -0.955 -3.678 -4.569
C 5.437 -3.009 -4.431
C -2.981 8.059 5.622
C 5.522 -3.300 -2.952
C 3.298 -5.667 -6.332
C -1.678 -3.856 -0.143
C 2.513 0.936 -4.142
C 4.021 1.395 -0.587
C -1.269 -2.163 -4.602
C -5.978 -2.748 3.238
C -4.761 -2.399 2.408
C -1.676 1.428 0.118
C -3.518 9.034 1.881
H -2.485 -1.077 0.207
H -7.668 0.768 4.501
H 1.006 -0.081 -5.253
H -4.821 -4.979 -3.500
H 7.004 -0.924 5.217
H 2.278 -6.046 -6.318
H -8.956 0.969 3.281
H -0.782 1.511 -0.498
H 1.215 5.829 1.623
H 3.516 -5.187 -7.282
H 4.828 -0.432 4.066
H 4.789 -2.157 -4.631
H -3.408 9.914 6.628
H 0.427 0.614 -3.723
H 4.001 -6.467 -6.122
H -0.595 -3.929 -0.273
H -4.090 -1.751 2.973
H -4.226 -3.304 2.127
H -1.878 -1.811 -3.777
H 3.366 0.411 -4.575
H 5.959 -2.450 -2.433
H -3.636 -3.510 -1.598
H 4.532 -3.468 -2.535
H -4.707 -6.690 -3.183
H 4.550 -1.394 5.522
H 6.642 -2.645 5.169
H 8.017 -2.146 0.883
H -2.495 3.351 -0.465
H 6.119 -4.192 -2.757
H -4.120 -5.592 -1.971
H -0.346 -1.592 -4.618
H -1.807 -1.919 -5.515
H -3.804 7.495 6.054
H -0.505 6.085 2.027
H 1.397 -0.863 -3.711
H -0.749 -1.534 0.172
H -3.184 2.684 1.012
H -2.952 -5.592 -4.797
H -2.321 8.822 7.506
H -1.402 -4.123 -5.460
H -2.111 -4.835 0.048
H 6.413 -2.792 -4.857
H -1.401 0.905 1.034
H -2.418 0.838 -0.424
H -1.728 9.752 6.125
H 9.420 -1.636 1.882
H -5.049 -1.869 1.500
H -6.692 -3.347 2.670
H 4.425 0.796 0.229
H 4.795 2.028 -1.012
H -2.949 9.458 1.057
H -2.431 -6.829 -3.666
H 0.422 4.767 2.818
H -4.374 9.660 2.113
H 0.119 -3.819 -4.665
H 4.510 -2.158 3.921
H 8.761 -0.543 0.629
H -2.153 7.369 5.457
H 3.170 1.981 -0.245
H -3.819 8.015 1.657
H -9.035 -0.394 4.437
H -1.575 -1.242 1.707
H 2.382 1.867 -4.688
H -5.699 -3.317 4.122

Atomic partial charges in e from the Löwdin method, atoms 1 to 99:
1 S 0.54
2 S 0.88
3 S 0.56
4 S 0.57
5 S 0.57
6 S 0.56
7 S 0.56
8 P 0.84
9 O -0.22
10 O -0.28
11 O -0.26
12 O -0.25
13 O -0.29
14 O -0.29
15 O -0.25
16 O -0.26
17 O -0.28
18 O -0.26
19 O -0.29
20 O -0.26
21 O -0.26
22 O -0.29
23 O -0.27
24 O -0.28
25 O -0.28
26 O -0.26
27 O -0.27
28 C -0.12
29 C -0.09
30 C -0.43
31 C -0.07
32 C -0.10
33 C -0.16
34 C -0.23
35 C -0.24
36 C -0.07
37 C -0.11
38 C -0.12
39 C -0.42
40 C -0.22
41 C -0.24
42 C -0.08
43 C -0.12
44 C -0.44
45 C -0.23
46 C -0.10
47 C -0.13
48 C -0.24
49 C -0.08
50 C -0.08
51 C -0.12
52 H 0.07
53 H 0.08
54 H 0.09
55 H 0.08
56 H 0.12
57 H 0.07
58 H 0.08
59 H 0.08
60 H 0.09
61 H 0.08
62 H 0.07
63 H 0.10
64 H 0.09
65 H 0.09
66 H 0.08
67 H 0.11
68 H 0.09
69 H 0.07
70 H 0.01
71 H 0.11
72 H 0.07
73 H -0.02
74 H 0.07
75 H 0.08
76 H 0.08
77 H 0.12
78 H 0.07
79 H 0.12
80 H 0.09
81 H 0.05
82 H 0.03
83 H 0.08
84 H 0.12
85 H 0.05
86 H 0.06
87 H 0.10
88 H 0.12
89 H 0.08
90 H 0.08
91 H 0.08
92 H 0.11
93 H 0.13
94 H 0.07
95 H 0.07
96 H 0.07
97 H 0.08
98 H 0.07
99 H 0.11

***

Entry 2:
The following is a quantum chemistry calculation of a single C5H7NO molecule at a distorted geometry, from the Open Molecules 2025 dataset.

molecular weight: 97.1 g mol⁻¹
orbital gap: 7.99 eV
SMILES: C[N@@H+]1C=CC=C1[O-]
relative energy (zero: lowest compared OMol25 entry of this formula, charge and spin): 2.215 eV

Atoms and positions in Å:
O 0.687 -0.918 -2.061
N -0.237 0.602 -0.403
C 1.213 1.117 -0.117
C -0.431 -1.659 -0.021
C -1.015 0.394 0.767
C -1.091 -0.929 0.984
C 0.112 -0.856 -1.005
H -0.666 1.171 -1.126
H -1.608 -1.358 1.831
H -1.366 1.222 1.360
H 1.945 0.502 0.388
H 1.107 2.002 0.501
H 1.715 1.440 -1.020
H -0.365 -2.730 -0.077

Listed below, in e, are the Löwdin charges computed for each atom:
1 O 0.05
2 N -0.05
3 C 0.02
4 C -0.07
5 C -0.15
6 C -0.10
7 C -0.45
8 H 0.18
9 H 0.11
10 H 0.10
11 H 0.10
12 H 0.08
13 H 0.09
14 H 0.10

***

no.,energy (eV),HOMO level (Ha)
1,-149954.13412,-0.4474
2,-8833.98758,-0.2657